The following is a DFT calculation (the ωB97M-V functional and the def2-TZVPD basis) of a 13-piece molecular cluster, C5H39N2O12 overall in a non-equilibrium geometry.

Calculated values
- energy relative to the best compared isomer or geometry (same formula, charge and spin) (kcal/mol) = 56.6
- E_HOMO (eV) = -12.22
- LUMO energy (eV) = -2.2

```
! RIJCOSX wB97M-V def2-TZVPD def2/J DEFGRID3
* xyz 1 1
O 3.948 0.510 1.317
O 4.413 -2.595 0.258
O -0.959 1.184 3.125
O -4.599 1.006 -0.460
O 1.848 0.214 3.226
O 2.272 -1.896 1.698
O 2.284 -4.137 2.968
O -0.018 -1.740 3.184
O 2.481 -0.754 -0.685
O 1.083 1.702 -4.258
O -1.306 0.967 -4.762
O -3.984 1.245 -3.443
N -1.307 -0.601 1.027
N -2.754 -1.620 -1.070
C -1.285 3.461 -0.885
C -0.438 2.746 0.169
C -1.767 -0.574 -1.292
C -1.531 0.429 -0.085
C -0.187 1.261 -0.134
H 3.222 0.030 0.867
H -1.895 4.220 -0.383
H 4.855 -2.183 1.013
H 1.362 2.284 -4.970
H -0.503 0.639 -5.165
H -4.311 1.835 -0.845
H -0.792 2.968 1.177
H -2.328 1.172 -0.035
H 1.840 1.422 -3.731
H 5.084 -3.127 -0.163
H -2.821 -2.143 -1.941
H -5.413 0.882 -0.957
H 2.479 -2.817 2.085
H -3.955 2.063 -3.961
H 2.517 -4.962 2.551
H 0.551 3.197 -0.004
H 0.377 0.863 0.688
H 2.504 -1.585 -0.184
H 0.187 -1.850 4.122
H -1.414 -0.148 1.941
H 0.901 -1.700 2.842
H -0.668 3.837 -1.685
H -1.163 1.659 -4.114
H 0.001 1.255 3.091
H 1.684 0.897 3.880
H -0.370 -1.018 1.007
H -4.238 0.607 -4.126
H 2.896 -1.424 2.238
H -0.878 -0.936 -1.789
H 1.316 -4.148 3.099
H -3.656 -1.111 -0.952
H 2.829 -1.045 -1.535
H 4.291 1.020 0.591
H 2.670 0.394 2.744
H -2.074 2.801 -1.288
H -1.979 -1.370 0.889
H 0.035 1.164 -1.185
H -1.325 2.066 3.234
H -2.121 0.126 -2.040
*
```

Charges obtained by natural (NBO) population analysis, quoted in units of e: O -0.9940; O -0.9583; O -0.9568; O -0.9500; O -0.9881; O -0.9993; O -0.9394; O -1.0007; O -0.9869; O -0.9696; O -0.9713; O -0.9550; N -0.7179; N -0.8704; C -0.6172; C -0.4098; C -0.2577; C -0.0544; C -0.4052; H 0.5014; H 0.2234; H 0.4817; H 0.4886; H 0.4896; H 0.4739; H 0.1964; H 0.2398; H 0.4832; H 0.4785; H 0.3817; H 0.4840; H 0.5117; H 0.4756; H 0.4967; H 0.2159; H 0.2198; H 0.5155; H 0.4758; H 0.4750; H 0.4984; H 0.2222; H 0.4814; H 0.4903; H 0.4803; H 0.4413; H 0.4828; H 0.4718; H 0.2056; H 0.5008; H 0.3863; H 0.4774; H 0.4902; H 0.5055; H 0.1827; H 0.4514; H 0.2284; H 0.4879; H 0.2090

The following is a DFT calculation (the ωB97M-V functional and the def2-TZVPD basis) of a 14-piece molecular cluster, C5H39N2O13 overall in a non-equilibrium geometry.

Calculated values
- energy relative to the best compared isomer or geometry (same formula, charge and spin) (kcal/mol) = 62.2
- E_HOMO (eV) = -11.40
- LUMO energy (eV) = -2.3

```
! RIJCOSX wB97M-V def2-TZVPD def2/J DEFGRID3
* xyz 1 1
O 0.359 3.406 -1.522
O 1.320 -2.414 2.999
O 0.806 3.574 1.981
O -3.689 2.116 2.583
O -1.281 2.521 3.429
O -0.889 -0.675 -3.438
O 1.606 -3.533 -3.095
O 2.064 -4.273 0.108
O -3.016 -0.024 -1.798
O 0.700 1.500 -3.375
O -1.188 -0.087 2.972
O 3.860 -1.732 -2.287
O -4.230 1.319 0.125
N -0.923 0.933 -0.170
N -1.693 -1.902 0.182
C 2.296 -0.322 0.935
C 0.008 -0.265 -0.148
C 1.437 0.287 -0.202
C -0.402 -1.521 -0.074
C 3.632 0.412 1.121
H -0.049 4.013 -2.151
H -4.071 1.903 0.913
H 1.048 3.481 1.051
H 3.650 -1.457 -3.177
H -4.039 3.011 2.456
H 0.371 -2.274 -0.042
H -1.386 1.064 -1.074
H 3.575 1.401 0.632
H 1.486 1.364 -0.035
H -3.434 0.578 -1.129
H 2.609 -3.646 -0.386
H -2.422 -1.211 0.170
H -1.625 -0.437 -2.834
H 1.585 -2.819 2.168
H -2.788 2.278 2.994
H -1.931 -2.874 0.259
H 2.586 -5.086 0.178
H 1.691 -3.494 -2.133
H 1.835 0.201 -1.219
H -1.559 0.961 0.641
H -5.170 1.325 -0.071
H -1.035 -1.559 -3.782
H 0.489 0.561 -3.256
H 1.667 -0.334 1.833
H 3.757 0.731 2.151
H 0.674 2.740 -2.188
H -0.422 1.825 -0.103
H -0.335 -0.533 3.013
H 0.623 -3.014 3.320
H 0.337 1.896 -4.173
H 4.735 -2.128 -2.295
H 4.451 -0.172 0.700
H 1.457 4.223 2.262
H -0.586 3.000 2.948
H 1.995 -2.666 -3.285
H -1.113 1.545 3.534
H -3.576 -0.017 -2.579
H 2.546 -1.365 0.734
H -1.850 -0.584 3.446
*
```

Charges obtained by natural (NBO) population analysis, quoted in units of e: O -1.0090; O -0.9534; O -0.9610; O -0.9991; O -1.0107; O -1.0011; O -0.9184; O -0.9644; O -1.0236; O -1.0000; O -0.9756; O -0.9612; O -1.0108; N -0.7287; N -0.8007; C -0.3876; C 0.0103; C -0.4268; C 0.0350; C -0.6152; H 0.4789; H 0.5215; H 0.4886; H 0.4761; H 0.4701; H 0.2298; H 0.4533; H 0.1967; H 0.1968; H 0.5184; H 0.4748; H 0.4013; H 0.4995; H 0.4847; H 0.5113; H 0.4099; H 0.4955; H 0.4588; H 0.2255; H 0.4496; H 0.4933; H 0.4969; H 0.5248; H 0.2102; H 0.2252; H 0.5044; H 0.4587; H 0.5107; H 0.4747; H 0.4969; H 0.4892; H 0.2214; H 0.4933; H 0.5153; H 0.4576; H 0.5073; H 0.4959; H 0.1858; H 0.4991

The following is a DFT calculation (the ωB97M-V functional and the def2-TZVPD basis) of a 15-piece molecular cluster, C5H39NO15 overall in a non-equilibrium geometry.

Calculated values
- energy relative to the best compared isomer or geometry (same formula, charge and spin) (kcal/mol) = 177.0
- E_HOMO (eV) = -9.69
- LUMO energy (eV) = 0.0

```
! RIJCOSX wB97M-V def2-TZVPD def2/J DEFGRID3
* xyz 0 1
O -3.659 0.289 -2.883
O 1.411 2.114 4.141
O -3.618 -2.146 -1.099
O -1.594 1.859 0.827
O 1.640 -3.888 -1.955
O -1.064 -0.246 -0.768
O -1.789 1.391 3.625
O -0.912 -1.817 -3.158
O 2.922 -1.018 0.036
O 2.038 -0.884 3.373
O -1.000 1.105 -4.086
O -2.832 2.849 -0.928
O -1.740 -2.043 1.051
O -2.438 -1.318 3.551
O 0.887 -2.485 0.354
N 2.581 0.691 -1.368
C 1.441 1.010 -2.405
C 2.698 -0.602 -1.065
C 1.636 1.686 0.747
C 4.153 1.435 0.248
C 2.755 1.671 -0.309
H 1.584 -3.537 -1.138
H 1.622 -2.297 0.988
H -0.501 -2.452 -2.726
H 1.592 2.083 -2.525
H 2.030 1.627 3.711
H 2.888 -0.603 3.573
H -3.509 0.763 -2.101
H 0.928 -4.627 -2.097
H -2.373 1.782 4.250
H -3.544 -0.595 -2.594
H 1.752 -1.355 4.124
H -1.144 -2.723 1.107
H -2.999 -2.207 -0.472
H -1.163 -0.632 -1.722
H 4.894 1.273 -0.415
H 0.385 0.816 -1.829
H 4.111 0.450 0.852
H -2.139 3.302 -0.451
H -0.806 1.397 0.478
H 2.837 -1.233 -1.816
H 1.506 0.428 -3.210
H 0.634 1.697 3.829
H -1.666 -2.235 -3.711
H -1.975 0.828 -4.217
H -1.833 0.451 -0.924
H 1.773 0.857 1.579
H -3.432 2.777 -0.189
H 1.556 2.607 1.218
H 4.303 2.317 0.997
H -4.460 -1.919 -0.670
H 0.746 1.562 0.201
H -0.751 0.744 -3.211
H -3.331 -1.037 3.477
H -2.063 -1.493 2.545
H 2.687 2.760 -0.787
H -1.578 0.541 4.091
H -1.832 1.483 1.711
H -1.104 -1.538 0.295
H 0.858 -1.717 -0.153
*
```

Charges obtained by natural (NBO) population analysis, quoted in units of e: O -0.9467; O -0.9238; O -0.9649; O -1.0096; O -0.9632; O -1.0279; O -0.9750; O -0.9425; O -0.6481; O -0.9381; O -0.9568; O -0.9456; O -1.0000; O -1.0242; O -0.9776; N -0.4378; C -0.3988; C 0.5041; C -0.6175; C -0.6205; C -0.0414; H 0.4827; H 0.5242; H 0.4714; H 0.2188; H 0.4521; H 0.4678; H 0.4688; H 0.4732; H 0.4748; H 0.4813; H 0.4752; H 0.4876; H 0.4844; H 0.5165; H 0.2130; H 0.1878; H 0.2365; H 0.4862; H 0.4794; H 0.1363; H 0.2126; H 0.4726; H 0.5014; H 0.4980; H 0.5293; H 0.2227; H 0.4652; H 0.2255; H 0.2065; H 0.4783; H 0.1825; H 0.4536; H 0.4619; H 0.5141; H 0.2014; H 0.5075; H 0.5129; H 0.5231; H 0.4688

The following is a DFT calculation (the ωB97M-V functional and the def2-TZVPD basis) of C5H3AlIO5S as an isolated structure.

Calculated values
- E_HOMO (eV) = -21.96
- LUMO energy (eV) = -18.2

```
! RIJCOSX wB97M-V def2-TZVPD def2/J DEFGRID3
* xyz 3 1
I 2.801 0.032 -1.080
S 0.065 0.345 2.092
Al 0.836 3.056 1.729
O -1.156 0.279 -2.421
O -0.744 1.504 1.700
O 0.723 0.419 -3.731
O -2.461 -0.910 -0.970
O 1.467 0.728 2.151
C 0.203 0.208 -2.704
C -1.443 -0.429 -1.293
C -0.157 -1.043 0.889
C -0.149 -0.581 -0.494
C 0.872 -0.186 -1.378
H 0.652 -1.752 1.115
H -0.367 -0.190 3.272
H -1.141 -1.480 1.121
*
```

Charges obtained by natural (NBO) population analysis, quoted in units of e: I 1.1523; S 1.9543; Al 1.3314; O -0.4022; O -0.9500; O -0.3085; O -0.3002; O -0.8957; C 0.6995; C 0.7005; C -0.7170; C 0.1675; C -0.3129; H 0.3478; H 0.1722; H 0.3609